The following is a DFT calculation (the ωB97M-V functional and the def2-TZVPD basis) of a structure of composition C41H35BBrGaN13.

Results
E_LUMO (alpha / beta) in eV: -5.489 / -7.849
HOMO-LUMO gap (alpha / beta) in eV: 8.15 / 5.79
Energy relative to the best compared isomer or geometry (same formula, charge and spin) in kJ/mol: 138.25
DFT total energy in eV: -185538.440
Charge: +2
Strongest force on any atom in hartree/bohr: 0.081
Multiplicity: 2

Geometry as XYZ:
```
92
Properties=species:S:1:pos:R:3:forces:R:3
C 1.5462 1.8072 -3.5618 -1.697 -0.650 0.053
C -3.1666 -2.5693 -1.6595 -0.407 0.168 0.592
C -4.2516 -3.4471 -1.6805 -1.346 1.336 -0.366
C -4.7212 2.1386 0.3230 -0.118 -0.781 -0.049
N 1.7517 1.7888 1.1520 0.707 0.699 -0.637
N -0.5399 -1.2264 -0.4801 -0.543 -2.664 -3.123
H 4.3475 -3.4097 0.6186 -0.244 0.301 0.012
C 1.7099 -2.7633 -4.9608 -1.917 -0.175 -0.062
C 0.1277 -2.2055 -2.6373 -0.346 -0.053 -0.040
H 0.7381 0.0333 5.3880 -0.151 0.493 -0.780
N 2.5614 1.3276 -1.6896 0.878 -0.888 1.346
H 3.6685 2.3888 -3.1788 -0.357 -0.440 0.320
C 5.6348 1.2254 -2.0021 -2.032 -1.198 -0.706
H 4.6146 3.3477 1.0582 -0.568 0.157 0.262
H 1.6218 -2.6997 1.1184 0.793 -0.055 0.045
H 1.2120 2.2161 -4.5171 0.640 -0.214 0.310
C 3.5790 3.1263 1.3229 -0.141 -1.497 -1.661
H -1.2007 4.9059 -0.4103 0.663 -0.785 -0.066
H -1.5088 -1.0400 5.7041 0.286 0.367 -0.685
H 7.5964 1.5485 -2.7459 0.630 0.043 -0.181
H 2.0087 -1.9982 -1.6078 -0.656 -0.261 -1.488
H -3.5463 4.4354 0.2549 0.613 0.133 -0.410
H -4.8993 -5.4922 -1.5516 -0.544 -0.518 0.008
H -3.4089 -1.5296 -1.7034 0.101 0.633 -0.132
H -0.2605 -2.6156 -5.8862 0.007 -0.628 -0.763
C -0.6404 2.7534 -0.4030 0.574 0.715 1.220
C -5.4996 1.5661 1.2880 0.223 1.633 -1.025
C -1.4653 3.8515 -0.2445 0.096 1.009 -0.843
C 1.4811 -2.1928 -2.5945 2.966 0.453 0.988
N 2.3452 -0.8343 0.5458 -1.997 -0.820 0.031
N -3.8198 1.6488 2.9549 0.915 -0.778 2.021
B 3.5377 1.1171 -0.4503 0.765 1.839 0.138
H 3.3345 -2.3386 -3.6526 0.825 -0.323 0.220
C 1.5735 2.6769 2.1128 -0.576 1.084 0.078
H 5.1224 0.7616 -2.8653 0.356 0.271 0.809
C -1.2699 -1.0561 2.3028 0.494 0.321 0.805
C -0.4745 -2.4425 -3.8671 -0.298 0.186 0.134
N 3.4604 -0.3017 0.0855 2.182 -1.818 -0.053
C -4.0980 -4.8003 -1.5694 3.195 0.076 1.051
H -6.1937 0.4700 5.7450 0.424 0.220 0.252
H 7.8883 2.5982 -0.1620 0.178 0.046 0.229
H -2.6484 0.2638 0.2682 0.171 0.583 0.043
H 2.7516 4.2727 3.0263 0.307 0.659 0.173
H -0.4211 0.9469 -2.8527 0.593 -0.114 0.316
N -0.1255 -0.3715 2.1378 -0.776 -0.503 -0.836
H -2.4414 -6.1950 -0.9689 -0.811 0.673 -0.731
H -5.1833 2.5225 -0.6088 -0.270 -0.385 0.811
H 0.5879 2.7068 2.5781 0.476 0.118 0.228
N 5.8660 2.0415 0.0323 1.657 0.134 0.096
C -2.2979 1.2978 0.1182 -3.425 -0.078 1.123
H 5.4490 -1.1687 -0.1563 1.097 0.696 -0.422
N 2.9761 2.0829 0.6265 1.034 0.102 0.591
C -0.7397 -2.0578 -1.4519 0.962 1.479 1.380
C -2.8018 3.6625 0.0424 -0.662 -0.891 0.803
H -1.7230 -1.4393 1.4035 -0.339 -0.069 0.058
C -5.0512 1.2721 2.7090 -1.385 1.303 -1.624
C -2.7465 -5.1716 -1.2979 -0.425 -1.922 0.107
C 0.5509 0.0252 3.2036 1.860 1.029 0.281
C -1.8503 -2.9985 -1.4825 -2.483 1.989 0.060
C 4.4438 -1.2764 0.1126 -2.622 0.012 0.044
C 2.2833 -2.4571 -3.7388 -0.632 0.115 0.282
H -1.5460 -2.4427 -3.9548 -0.247 0.084 -0.103
H 1.5148 0.5184 3.0194 -0.560 -0.498 0.039
C -5.9827 0.9201 3.7107 -0.453 -0.523 -1.959
H -7.0109 0.6579 3.4617 0.304 0.115 -0.043
C -1.6593 -4.3131 -1.3406 -1.238 -1.775 0.183
H -0.7126 -4.7223 -1.2351 1.719 -0.692 0.362
C 3.8338 -2.4573 0.5112 0.902 -0.612 0.505
C 0.2924 -2.6507 -4.9744 0.564 0.118 -0.546
N 1.2838 0.9086 -1.5477 0.344 -0.852 -0.092
C 2.7520 1.8765 -2.8793 -0.657 0.808 -1.001
Br -3.4836 -2.1642 3.7719 0.794 0.265 -0.186
C 0.6460 1.1267 -2.6843 0.755 1.568 -1.602
C -3.2432 2.3657 0.1888 -0.357 -1.420 0.260
Ga 0.5926 0.2089 0.1694 0.692 0.998 2.072
N -4.2516 1.1601 5.2427 -0.627 -0.773 1.802
H -5.2787 -3.0138 -1.7243 0.988 -0.322 -0.230
C -1.7848 -1.2880 3.5857 -0.836 -0.042 -0.710
C -1.1246 -0.8109 4.6930 1.531 0.427 0.355
C 6.9214 1.6085 -1.9283 0.087 0.388 0.508
C -3.4809 1.5278 4.2868 -0.073 0.018 -2.305
H -2.4535 1.6631 4.5351 0.663 0.576 0.036
N -1.0395 1.5045 -0.0295 2.400 1.189 -1.600
C 0.1332 -0.1254 4.4841 -2.215 -2.118 1.872
C -5.5220 0.8242 4.9663 0.171 0.180 0.784
H -6.5739 1.7111 1.0184 0.776 -0.810 0.763
C 2.6823 3.5684 2.2367 -1.780 -1.367 0.648
N 4.9866 1.4622 -0.8029 0.255 -0.118 -1.683
H 2.1450 -3.1582 -5.9081 0.318 0.853 1.119
C 7.0459 2.1301 -0.6270 -1.718 -0.146 0.502
C 2.5233 -2.1522 0.8222 -0.783 1.536 -0.563
H 0.4198 2.8273 -0.6616 -0.620 0.378 0.180
```
Positions in Å, forces in eV/Å.

Löwdin charges in e: number 1, C, carries 0.009; number 2, C, carries -0.022; number 3, C, carries -0.067; number 4, C, carries -0.045; number 5, N, carries -0.010; number 6, N, carries 0.308; number 7, H, carries 0.122; number 8, C, carries -0.011; number 9, C, carries -0.204; number 10, H, carries 0.136; number 11, N, carries 0.062; number 12, H, carries 0.142; number 13, C, carries -0.119; number 14, H, carries 0.113; number 15, H, carries 0.131; number 16, H, carries 0.118; number 17, C, carries -0.001; number 18, H, carries 0.136; number 19, H, carries 0.134; number 20, H, carries 0.102; number 21, H, carries 0.111; number 22, H, carries 0.147; number 23, H, carries 0.108; number 24, H, carries 0.106; number 25, H, carries 0.111; number 26, C, carries -0.094; number 27, C, carries 0.007; number 28, C, carries -0.003; number 29, C, carries -0.019; number 30, N, carries -0.020; number 31, N, carries 0.152; number 32, B, carries -0.620; number 33, H, carries 0.099; number 34, C, carries -0.128; number 35, H, carries 0.127; number 36, C, carries -0.138; number 37, C, carries -0.019; number 38, N, carries 0.054; number 39, C, carries -0.021; number 40, H, carries 0.127; number 41, H, carries 0.107; number 42, H, carries 0.122; number 43, H, carries 0.103; number 44, H, carries 0.140; number 45, N, carries 0.034; number 46, H, carries 0.131; number 47, H, carries 0.126; number 48, H, carries 0.128; number 49, N, carries 0.049; number 50, C, carries -0.070; number 51, H, carries 0.122; number 52, N, carries 0.049; number 53, C, carries -0.178; number 54, C, carries 0.004; number 55, H, carries 0.087; number 56, C, carries -0.277; number 57, C, carries -0.020; number 58, C, carries -0.150; number 59, C, carries -0.234; number 60, C, carries 0.029; number 61, C, carries -0.036; number 62, H, carries 0.126; number 63, H, carries 0.113; number 64, C, carries -0.015; number 65, H, carries 0.126; number 66, C, carries -0.038; number 67, H, carries 0.113; number 68, C, carries -0.027; number 69, C, carries -0.044; number 70, N, carries -0.019; number 71, C, carries -0.036; number 72, Br, carries 0.802; number 73, C, carries -0.098; number 74, C, carries -0.178; number 75, Ga, carries 0.329; number 76, N, carries 0.096; number 77, H, carries 0.133; number 78, C, carries -0.625; number 79, C, carries -0.065; number 80, C, carries -0.053; number 81, C, carries -0.211; number 82, H, carries 0.096; number 83, N, carries 0.022; number 84, C, carries 0.008; number 85, C, carries -0.121; number 86, H, carries 0.125; number 87, C, carries -0.003; number 88, N, carries -0.016; number 89, H, carries 0.137; number 90, C, carries -0.089; number 91, C, carries -0.085; number 92, H, carries 0.110

The following is a DFT calculation (the ωB97M-V functional and the def2-TZVPD basis) of a structure of composition C41H35Cl2FeN6O4SSe.

Results
E_LUMO (alpha / beta) in eV: 3.957 / 3.553
HOMO-LUMO gap (alpha / beta) in eV: 5.69 / 5.47
Energy relative to the best compared isomer or geometry (same formula, charge and spin) in kJ/mol: 0.00
DFT total energy in eV: -195833.662
Charge: -2
Strongest force on any atom in hartree/bohr: 0.009
Multiplicity: 6

Geometry as XYZ:
```
91
Properties=species:S:1:pos:R:3:forces:R:3
O 1.1679 2.3484 -2.8852 0.100 -0.089 0.045
C -2.4146 -1.4161 -3.0126 0.147 0.087 -0.040
H -3.0187 -2.2178 -5.5746 -0.024 0.004 0.003
C -0.8909 -1.1096 -0.9004 0.046 0.341 -0.048
H 4.0962 -4.7029 1.2179 0.008 -0.013 0.018
H 4.2483 -6.2930 -0.6219 -0.002 0.000 -0.009
C -1.7698 -0.9040 -6.7095 -0.002 0.011 0.000
H 2.5454 -6.7275 -0.4519 0.001 -0.004 0.004
N -1.0097 1.2591 1.6023 -0.099 0.072 -0.162
H 3.1834 -0.8082 5.6133 0.001 -0.004 -0.018
H -7.4317 -3.0801 -2.1170 0.000 0.001 0.000
C 1.1288 2.3819 -1.6501 -0.194 0.089 -0.155
H 1.7415 0.5833 7.0758 -0.002 -0.004 -0.003
H -6.9264 -1.6784 -4.1014 0.001 0.001 -0.002
C 1.6494 3.6444 -0.9799 0.087 0.018 -0.016
C 2.2816 4.1079 3.9383 0.015 0.003 -0.039
H 0.3414 3.2736 4.3134 0.004 0.001 0.008
C 3.1527 5.5329 -0.9746 -0.004 0.015 -0.003
Se -0.4902 -2.0720 2.4207 0.003 0.040 -0.170
H 1.9025 -4.1405 2.2614 -0.012 -0.007 0.008
H 0.2594 3.5513 0.6384 0.017 0.000 -0.022
Cl 3.0601 7.5180 0.8722 0.007 0.005 0.010
C 1.3011 3.1410 3.8315 0.005 -0.036 -0.021
N -4.9782 2.2143 -0.5004 0.026 -0.007 0.018
H 3.2946 -4.8417 -2.2194 0.009 0.019 0.001
Cl 1.9482 5.5734 4.8467 -0.001 0.001 -0.004
H -4.4201 -0.2203 -0.6886 0.010 -0.031 -0.040
C 3.5209 3.9589 3.3349 -0.050 0.061 -0.011
C -0.8151 0.1052 -6.6726 0.010 0.010 -0.005
C -0.5616 -0.4317 4.7954 0.038 -0.028 0.022
C 0.2331 -1.2323 3.9675 0.042 0.019 -0.027
C 3.2613 -5.9003 -0.3629 -0.019 0.019 0.003
C -6.4175 -2.7560 -2.3153 -0.015 -0.002 0.004
N -3.7660 0.2815 -0.1106 0.042 -0.080 -0.061
C 1.9617 -4.5951 1.2747 0.009 0.013 -0.021
H -4.6390 -0.9229 -4.5398 0.014 0.000 -0.021
C 1.5902 -1.3537 4.2916 -0.045 0.026 0.009
C -4.0865 -2.6879 -1.6998 0.023 0.007 -0.006
C 1.0498 4.1293 0.1752 0.028 -0.020 0.072
H -0.3976 0.4932 -7.5946 -0.004 -0.001 0.001
H -2.0906 -1.3147 -7.6607 0.003 -0.004 0.004
C -1.8970 -0.9027 -4.2888 -0.019 -0.001 -0.013
C 3.2483 -5.3737 1.0628 0.001 0.015 -0.008
H 4.7352 2.6423 2.1471 0.003 -0.019 -0.002
C -0.0266 0.2063 5.9066 0.002 -0.010 0.014
C 3.1523 0.5341 1.7477 0.193 -0.073 0.216
H 1.0953 -5.2614 1.1761 -0.007 0.005 0.019
C 2.1240 -0.7150 5.4009 0.008 0.014 -0.007
C 2.7009 4.3534 -1.5474 -0.031 0.061 0.001
C 1.3197 0.0676 6.2209 -0.019 0.016 -0.003
C -6.1294 -1.9760 -3.4291 0.014 0.002 -0.007
H -0.6640 0.8286 6.5266 -0.005 0.004 -0.008
H 0.9907 5.7177 1.6323 0.006 -0.004 0.016
C -3.7697 -1.9096 -2.8324 -0.020 0.051 0.026
C 2.3559 -3.6349 -0.9487 0.035 0.037 0.059
H 1.4508 -2.6611 0.5806 -0.005 -0.002 0.032
N -3.0034 2.3679 0.6470 0.017 0.290 0.009
H 3.9830 6.0808 -1.4003 0.002 0.006 0.005
H 0.8079 1.2271 3.0105 0.158 0.080 0.079
C -0.9114 0.0951 -4.2685 -0.028 0.001 0.024
H -3.2861 -2.9444 -1.0160 0.002 -0.010 -0.003
C 2.8043 1.8114 2.4918 0.031 0.107 -0.013
N 2.9235 -4.8323 -1.2864 0.024 -0.032 0.010
O 0.6334 1.5254 -0.8656 -0.037 -0.139 0.128
C 2.5122 6.0133 0.1556 0.017 -0.031 -0.010
C -5.3816 -3.1023 -1.4519 -0.027 0.006 0.016
H 3.3229 -6.2025 1.7690 0.001 0.000 0.003
Fe 0.3851 -0.0909 0.4380 0.190 -0.160 0.210
O 2.1769 -0.1591 1.3041 -0.396 -0.077 -0.222
H -5.3596 1.7991 -1.3348 -0.016 -0.014 0.004
H 2.2307 -1.9290 3.6344 0.019 0.014 0.011
H -5.5880 -3.6972 -0.5703 0.008 -0.008 0.001
N 1.9003 -3.5269 0.3014 -0.004 0.005 -0.077
H 3.1562 3.9701 -2.4510 -0.019 -0.016 -0.010
C -3.8612 1.6059 0.0157 -0.048 -0.160 -0.024
H -2.8642 -0.1780 0.0163 0.000 -0.016 0.002
C 3.7742 2.8018 2.6175 -0.013 -0.004 0.012
H 4.2624 4.7422 3.4206 -0.001 0.005 -0.002
H -1.6064 -0.3047 4.5396 -0.012 0.004 0.015
S 2.2632 -2.3995 -2.0762 0.007 -0.038 -0.039
C -1.9461 1.7718 1.1546 -0.044 -0.120 0.053
C -4.8334 -1.5585 -3.6869 0.014 -0.012 0.014
C 1.4610 5.3299 0.7385 0.028 -0.017 0.050
C 1.5699 1.9910 3.0987 -0.022 -0.050 0.025
H -4.8876 3.2167 -0.5356 0.006 -0.001 -0.005
C -2.3057 -1.4037 -5.5327 0.007 0.001 0.041
O 4.3401 0.2265 1.6854 -0.029 -0.001 -0.098
C -1.5870 -1.3038 -1.9002 -0.253 -0.249 0.130
H 0.3665 1.3728 -5.3767 0.016 0.001 0.004
C -0.3857 0.5973 -5.4453 -0.002 -0.005 -0.017
H -0.5480 0.4804 -3.3231 0.029 0.010 0.013
```
Positions in Å, forces in eV/Å.

Löwdin charges in e: number 1, O, carries 0.010; number 2, C, carries -0.153; number 3, H, carries 0.103; number 4, C, carries -0.060; number 5, H, carries 0.122; number 6, H, carries 0.108; number 7, C, carries -0.115; number 8, H, carries 0.106; number 9, N, carries 0.162; number 10, H, carries 0.095; number 11, H, carries 0.085; number 12, C, carries -0.609; number 13, H, carries 0.083; number 14, H, carries 0.091; number 15, C, carries -0.119; number 16, C, carries -0.678; number 17, H, carries 0.103; number 18, C, carries -0.119; number 19, Se, carries 0.528; number 20, H, carries 0.088; number 21, H, carries 0.101; number 22, Cl, carries 0.594; number 23, C, carries -0.103; number 24, N, carries 0.139; number 25, H, carries 0.092; number 26, Cl, carries 0.593; number 27, H, carries 0.096; number 28, C, carries -0.119; number 29, C, carries -0.112; number 30, C, carries -0.172; number 31, C, carries -0.710; number 32, C, carries -0.209; number 33, C, carries -0.126; number 34, N, carries 0.222; number 35, C, carries -0.203; number 36, H, carries 0.101; number 37, C, carries -0.154; number 38, C, carries -0.047; number 39, C, carries -0.009; number 40, H, carries 0.087; number 41, H, carries 0.087; number 42, C, carries -0.174; number 43, C, carries -0.176; number 44, H, carries 0.115; number 45, C, carries -0.130; number 46, C, carries -0.603; number 47, H, carries 0.119; number 48, C, carries -0.110; number 49, C, carries -0.022; number 50, C, carries -0.134; number 51, C, carries -0.114; number 52, H, carries 0.087; number 53, H, carries 0.096; number 54, C, carries -0.194; number 55, C, carries -0.889; number 56, H, carries 0.024; number 57, N, carries 0.117; number 58, H, carries 0.092; number 59, H, carries 0.065; number 60, C, carries 0.000; number 61, H, carries 0.114; number 62, C, carries -0.114; number 63, N, carries -0.019; number 64, O, carries -0.101; number 65, C, carries -0.672; number 66, C, carries -0.101; number 67, H, carries 0.106; number 68, Fe, carries 0.567; number 69, O, carries -0.145; number 70, H, carries 0.093; number 71, H, carries 0.089; number 72, H, carries 0.098; number 73, N, carries 0.015; number 74, H, carries 0.114; number 75, C, carries -0.500; number 76, H, carries 0.072; number 77, C, carries -0.017; number 78, H, carries 0.096; number 79, H, carries 0.081; number 80, S, carries 0.563; number 81, C, carries -0.298; number 82, C, carries -0.053; number 83, C, carries -0.111; number 84, C, carries -0.033; number 85, H, carries 0.095; number 86, C, carries -0.064; number 87, O, carries 0.022; number 88, C, carries -0.176; number 89, H, carries 0.099; number 90, C, carries -0.068; number 91, H, carries 0.098